# C26H54N2O4P2Pt

A molecular structure, C26H54N2O4P2Pt at a distorted geometry (ωB97M-V/def2-TZVPD, OMol25).

Calculated values
- frontier orbital gap (spin up / spin down) (eV) = 7.19 / 2.99
- total energy (eV) = -60800.75598
- largest force on an atom (eV/Å) = 5.740
- energy above the lowest of the compared OMol25 structures with the same formula, charge and spin (kJ/mol) = 0.0
- HOMO level (spin up / spin down) (eV) = -15.5521 / -16.8811

```
! wB97M-V def2-TZVPD RIJCOSX def2/J DEFGRID3
* xyz 3 6
C 3.1782 -1.0474 -1.7312
N 2.3806 -1.5370 -0.7083
C 2.6590 -2.7289 -0.1631
C 3.7949 -3.4723 -0.4888
C 4.6625 -2.9736 -1.4540
C 4.3405 -1.7876 -2.0872
Pt 0.7809 -0.4221 0.0694
C 1.6726 -3.2300 0.8316
N 0.9241 -2.0843 1.4496
C 1.7451 -1.5837 2.6225
C 2.8957 -0.6796 2.2334
C 2.7754 0.1534 -2.3198
P 1.2664 0.9083 -1.7356
C 0.1477 0.8381 -3.2519
C 0.6078 1.8093 -4.3515
C 1.8361 2.6455 -1.3100
C 0.6080 3.5629 -1.1863
C 2.5945 2.5960 0.0298
C 2.8047 3.2039 -2.3617
C 0.1602 -0.5816 -3.8473
C -1.2877 1.2016 -2.8311
C -0.3372 -2.7217 1.9994
C -1.3080 -3.1535 0.9151
H 3.9451 -4.4156 0.0342
H 5.5635 -3.5233 -1.7141
H 4.9716 -1.3859 -2.8661
H 3.3855 0.5385 -3.1496
H 2.9567 3.6053 0.2647
H 1.9502 2.2647 0.8512
H 3.4616 1.9291 -0.0332
H 3.1287 4.2009 -2.0324
H 3.6946 2.5756 -2.4576
H 2.3447 3.3225 -3.3453
H 0.9391 4.5268 -0.7765
H 0.1568 3.7647 -2.1648
H -0.1476 3.1599 -0.4996
H -0.0353 1.6618 -5.2314
H 0.4904 2.8580 -4.0584
H 1.6377 1.6151 -4.6730
H 1.1462 -0.8463 -4.2414
H -0.1459 -1.3425 -3.1228
H -0.5527 -0.6159 -4.6810
H -1.3550 2.2228 -2.4404
H -1.9387 1.1277 -3.7130
H -1.6677 0.5228 -2.0600
H 0.9546 -3.8958 0.3373
H 2.1419 -3.8223 1.6358
H 1.0374 -1.0444 3.2636
H 2.1083 -2.4684 3.1680
H -0.8002 -2.0026 2.6884
H -0.0168 -3.6032 2.5909
H -2.2954 -3.3293 1.3578
H -1.4286 -2.3834 0.1453
H -0.9952 -4.0883 0.4324
H 3.2913 -0.2428 3.1528
H 3.7076 -1.2286 1.7553
H 2.6102 0.1501 1.5666
H -0.1715 -1.2308 -0.9616
C -5.2602 -3.2723 -1.2388
H -5.4712 -4.2931 -0.9021
H -5.4478 -3.2178 -2.3227
H -5.9558 -2.5905 -0.7334
O -3.9218 -2.9322 -0.8563
H -3.5081 -2.4742 -1.6286
C -1.1246 4.1731 3.3514
C -0.1791 3.3585 2.5075
O -0.8540 2.3317 1.5803
P -0.8201 0.7249 1.3223
O -1.0587 0.1047 2.7968
C -2.3161 -0.0542 3.5883
C -1.9218 -0.6686 4.9023
O -2.1152 0.4143 0.4425
C -3.5673 0.2316 0.6649
C -4.2421 0.5983 -0.6201
H -1.9116 4.6994 2.8086
H -0.5241 4.9583 3.8254
H -1.5630 3.6041 4.1692
H 0.3435 4.0501 1.8325
H 0.5239 2.8162 3.1523
H -2.7886 0.9334 3.6990
H -2.9839 -0.7175 3.0283
H -1.4876 0.1176 5.5282
H -2.8020 -1.0844 5.4141
H -1.1824 -1.4673 4.7804
H -3.7196 -0.8276 0.9120
H -3.8667 0.8887 1.4922
H -3.8162 0.0572 -1.4650
H -5.3100 0.3786 -0.5841
H -4.1228 1.6667 -0.7926
*
```

# C24H35NOP2SiYb

A molecular structure, C24H35NOP2SiYb at a distorted geometry (ωB97M-V/def2-TZVPD, OMol25).

Calculated values
- frontier orbital gap (spin up / spin down) (eV) = 7.24 / 5.81
- total energy (eV) = -86972.55822
- largest force on an atom (eV/Å) = 2.789
- energy above the lowest of the compared OMol25 structures with the same formula, charge and spin (kJ/mol) = 0.0
- HOMO level (spin up / spin down) (eV) = -9.6455 / -9.6635

```
! wB97M-V def2-TZVPD RIJCOSX def2/J DEFGRID3
* xyz 1 2
C 4.3297 0.2842 1.2013
C 2.9840 0.5268 1.1110
C 2.4617 0.8845 -0.1777
C 3.2604 0.8429 -1.3281
C 4.6089 0.5661 -1.2012
C 5.1579 0.2665 0.0649
C 2.4934 1.2364 -2.6329
C 1.6135 2.4547 -2.3222
C 0.9074 2.3710 -1.1218
C -0.3198 3.0668 -0.8988
C -0.8036 3.7927 -1.9935
C -0.0566 3.9350 -3.1691
C 1.1423 3.2588 -3.3541
H 4.7318 0.1274 2.2070
H 5.2658 0.6139 -2.0611
H 6.1798 0.0645 0.2031
H 3.2840 1.4440 -3.3932
H -1.7595 4.3039 -1.8838
H -0.4037 4.6255 -3.9345
H 1.7108 3.3225 -4.2774
N 1.1232 1.2999 -0.2914
Yb 0.0401 -0.6373 -0.4058
C 2.0638 0.4584 2.3256
H 1.4703 1.3973 2.3544
H 2.6637 0.3552 3.2554
C -1.0865 2.8292 0.3895
H -0.3846 2.6815 1.2289
H -1.7563 3.6682 0.6307
P 0.8233 -0.9060 2.3618
P -2.1254 1.2417 0.4078
C -3.4023 1.6763 -0.8172
H -3.9757 0.7826 -1.0547
H -4.0602 2.4086 -0.3572
H -2.9737 2.0889 -1.7261
C -3.0926 1.6275 1.9098
H -3.8349 2.3978 1.6624
H -3.6155 0.7537 2.2959
H -2.4364 2.0213 2.6883
C 1.9269 -2.3704 2.2964
H 2.4765 -2.4545 3.2345
H 1.3084 -3.2620 2.1649
H 2.6195 -2.2923 1.4613
C 0.5804 -0.9270 4.1861
H -0.0442 -1.7817 4.4477
H 1.5526 -1.0047 4.6629
H 0.0761 -0.0123 4.4987
C 1.5864 0.3587 -3.4649
O 0.7077 -0.3962 -3.0646
H 1.8180 0.6654 -4.5087
C -3.1945 -3.0852 -1.8604
Si -2.2029 -2.9411 -0.2584
C -3.0546 -3.9999 1.0339
C -0.4908 -3.6573 -0.5716
C -2.2744 -1.1973 0.4402
H -3.2495 -4.1369 -2.1884
H -2.7534 -2.4874 -2.6739
H -4.2207 -2.7295 -1.6807
H -3.3757 -4.9637 0.6252
H -2.4064 -4.1861 1.8999
H -3.9391 -3.4587 1.3858
H 0.0820 -3.2077 -1.4196
H 0.1625 -3.7027 0.3175
H -0.6646 -4.7142 -0.8743
H -3.3555 -0.9748 0.5408
H -1.8991 -1.2138 1.4742
*
```

What did the second record say?
# C24H35NOP2SiYb

A molecular structure, C24H35NOP2SiYb at a distorted geometry (ωB97M-V/def2-TZVPD, OMol25).

Calculated values
- frontier orbital gap (spin up / spin down) (eV) = 7.24 / 5.81
- total energy (eV) = -86972.55822
- largest force on an atom (eV/Å) = 2.789
- energy above the lowest of the compared OMol25 structures with the same formula, charge and spin (kJ/mol) = 0.0
- HOMO level (spin up / spin down) (eV) = -9.6455 / -9.6635

```
! wB97M-V def2-TZVPD RIJCOSX def2/J DEFGRID3
* xyz 1 2
C 4.3297 0.2842 1.2013
C 2.9840 0.5268 1.1110
C 2.4617 0.8845 -0.1777
C 3.2604 0.8429 -1.3281
C 4.6089 0.5661 -1.2012
C 5.1579 0.2665 0.0649
C 2.4934 1.2364 -2.6329
C 1.6135 2.4547 -2.3222
C 0.9074 2.3710 -1.1218
C -0.3198 3.0668 -0.8988
C -0.8036 3.7927 -1.9935
C -0.0566 3.9350 -3.1691
C 1.1423 3.2588 -3.3541
H 4.7318 0.1274 2.2070
H 5.2658 0.6139 -2.0611
H 6.1798 0.0645 0.2031
H 3.2840 1.4440 -3.3932
H -1.7595 4.3039 -1.8838
H -0.4037 4.6255 -3.9345
H 1.7108 3.3225 -4.2774
N 1.1232 1.2999 -0.2914
Yb 0.0401 -0.6373 -0.4058
C 2.0638 0.4584 2.3256
H 1.4703 1.3973 2.3544
H 2.6637 0.3552 3.2554
C -1.0865 2.8292 0.3895
H -0.3846 2.6815 1.2289
H -1.7563 3.6682 0.6307
P 0.8233 -0.9060 2.3618
P -2.1254 1.2417 0.4078
C -3.4023 1.6763 -0.8172
H -3.9757 0.7826 -1.0547
H -4.0602 2.4086 -0.3572
H -2.9737 2.0889 -1.7261
C -3.0926 1.6275 1.9098
H -3.8349 2.3978 1.6624
H -3.6155 0.7537 2.2959
H -2.4364 2.0213 2.6883
C 1.9269 -2.3704 2.2964
H 2.4765 -2.4545 3.2345
H 1.3084 -3.2620 2.1649
H 2.6195 -2.2923 1.4613
C 0.5804 -0.9270 4.1861
H -0.0442 -1.7817 4.4477
H 1.5526 -1.0047 4.6629
H 0.0761 -0.0123 4.4987
C 1.5864 0.3587 -3.4649
O 0.7077 -0.3962 -3.0646
H 1.8180 0.6654 -4.5087
C -3.1945 -3.0852 -1.8604
Si -2.2029 -2.9411 -0.2584
C -3.0546 -3.9999 1.0339
C -0.4908 -3.6573 -0.5716
C -2.2744 -1.1973 0.4402
H -3.2495 -4.1369 -2.1884
H -2.7534 -2.4874 -2.6739
H -4.2207 -2.7295 -1.6807
H -3.3757 -4.9637 0.6252
H -2.4064 -4.1861 1.8999
H -3.9391 -3.4587 1.3858
H 0.0820 -3.2077 -1.4196
H 0.1625 -3.7027 0.3175
H -0.6646 -4.7142 -0.8743
H -3.3555 -0.9748 0.5408
H -1.8991 -1.2138 1.4742
*
```